No. 1
Here is a structure of composition C44H32AsN9O6RuS2 from the Open Molecules 2025 dataset. Energies are from wB97M-V/def2-TZVPD.

Geometry as XYZ:
```
95
Properties=species:S:1:pos:R:3:lowdin_charge:R:1
Ru -0.4888 0.4079 -0.0963 1.23
C -1.3269 -1.0472 -6.4832 -0.11
C -2.6856 -1.1094 -6.1419 -0.11
C -3.1119 -0.8136 -4.8548 -0.04
C -2.1572 -0.4555 -3.9113 -0.14
C -2.2450 -0.1596 -2.4857 -0.32
N -3.3856 -0.1488 -1.7960 0.18
C -3.4482 0.1637 -0.5062 -0.29
C -4.6708 0.0512 0.2936 -0.12
C -5.9401 -0.4260 -0.0064 -0.02
C -6.8843 -0.4536 1.0136 -0.09
C -6.5673 -0.0012 2.3031 -0.10
C -5.2990 0.4820 2.5953 -0.04
C -4.3568 0.4986 1.5780 -0.13
C -2.9398 0.8674 1.5616 -0.30
N -2.3005 1.3482 2.6188 0.19
C -0.9876 1.5947 2.6281 -0.28
N -0.0540 1.1873 1.7097 -0.03
C 1.1796 1.6852 2.0704 -0.31
N 2.3423 1.5034 1.4434 0.19
C 2.4270 0.9944 0.2255 -0.29
N 1.4099 0.7643 -0.6584 -0.02
C 1.9180 0.3113 -1.8458 -0.29
N 1.2618 -0.0293 -2.9489 0.18
C -0.0650 -0.1136 -3.0176 -0.29
N -0.9759 0.0066 -1.9993 -0.02
C -0.7963 -0.4207 -4.2453 -0.12
C -0.3704 -0.7041 -5.5367 -0.03
C 3.3813 0.2659 -1.7301 -0.11
C 4.3701 -0.1066 -2.6266 -0.02
C 5.6907 -0.0667 -2.1944 -0.10
C 6.0082 0.3348 -0.8916 -0.10
C 5.0111 0.7059 0.0022 -0.03
C 3.6982 0.6753 -0.4365 -0.10
C 1.0368 2.4255 3.3138 -0.16
C 1.9465 3.1343 4.0891 -0.05
C 1.4772 3.7724 5.2278 -0.10
C 0.1217 3.7055 5.5857 -0.10
C -0.7860 3.0011 4.8088 -0.03
C -0.3150 2.3618 3.6695 -0.13
N -2.4487 0.6595 0.3007 -0.02
H -1.0239 -1.2833 -7.4967 0.09
H -3.4081 -1.4060 -6.8938 0.09
H -4.1593 -0.8711 -4.5814 0.10
H -6.1710 -0.7779 -1.0054 0.11
H -7.8792 -0.8372 0.8164 0.09
H -7.3215 -0.0473 3.0812 0.10
H -5.0364 0.8238 3.5905 0.12
H 0.6854 -0.6708 -5.7795 0.10
H 4.1068 -0.4252 -3.6284 0.11
H 6.4885 -0.3472 -2.8733 0.09
H 7.0451 0.3443 -0.5775 0.09
H 5.2434 1.0070 1.0181 0.10
H 2.9906 3.1822 3.8042 0.10
H 2.1615 4.3384 5.8500 0.09
H -0.2166 4.2268 6.4743 0.09
H -1.8353 2.9447 5.0726 0.11
C -1.8749 -3.3160 -1.6392 -0.19
As -0.1002 -3.4136 -0.9248 0.97
C 0.8938 -4.4038 -2.2467 -0.21
C -0.1822 -4.6489 0.5624 -0.21
O 0.7205 -2.0139 -0.6349 -0.56
H -2.2625 -4.3329 -1.7120 0.04
H -1.8336 -2.8588 -2.6260 0.03
H -2.5007 -2.7112 -0.9841 0.03
H 0.3799 -5.3233 -2.5341 0.03
H 1.8659 -4.6386 -1.8174 0.04
H 1.0330 -3.7617 -3.1146 0.03
H -0.0270 -5.6640 0.1995 0.03
H -1.1469 -4.5754 1.0623 0.03
H 0.6075 -4.3806 1.2615 0.01
C 4.3738 -0.1758 3.6951 -0.08
O 3.3320 -0.8413 2.9691 -0.23
C 2.1349 -0.9428 3.5274 -1.10
S 1.6889 -0.4240 5.0089 0.76
S 1.1526 -1.7013 2.2911 1.10
H 5.2240 -0.1630 3.0199 0.08
H 4.6093 -0.7242 4.6055 0.08
H 4.0662 0.8342 3.9535 0.07
O -0.2503 -1.7947 3.1888 -0.35
C -1.4353 -1.8761 2.5723 -0.53
O -1.5784 -1.9247 1.4011 0.05
C -2.5679 -1.9379 3.5685 -0.10
C -3.8098 -2.3162 3.0951 0.00
C -4.8817 -2.4358 3.9686 0.00
C -4.6806 -2.1535 5.2992 -0.14
C -3.4571 -1.7410 5.7877 0.02
C -2.3876 -1.6399 4.9121 0.02
N -5.8187 -2.3149 6.2445 -0.35
O -5.6130 -2.0917 7.4182 0.07
O -6.8849 -2.6647 5.7864 0.07
H -3.9339 -2.5219 2.0389 0.13
H -5.8607 -2.7347 3.6237 0.12
H -3.3538 -1.5130 6.8382 0.12
H -1.4153 -1.3163 5.2625 0.11
```

Calculated values
* 2S+1: 2
* total charge: -1
* LUMO energy (spin up / spin down): 0.043 / 0.043 Ha
* Kohn-Sham gap (spin up / spin down): 0.1529 / 0.1685 Ha
* HOMO energy (spin up / spin down): -0.1102 / -0.1258 Ha
* energy above the lowest of the compared OMol25 structures with the same formula, charge and spin: 1.040 eV

No. 2
Here is a structure of composition C44H32BrCl2F4FeN4O3PS from the Open Molecules 2025 dataset. Energies are from wB97M-V/def2-TZVPD.

Geometry as XYZ:
```
93
Properties=species:S:1:pos:R:3:lowdin_charge:R:1
Fe 0.7773 -0.0286 1.2716 0.79
F 2.2427 7.3816 1.5172 0.16
C 1.6941 6.2006 1.7364 -0.12
C 0.5237 6.1044 2.4714 -0.13
F -0.0435 7.1957 2.9597 0.16
C -0.0400 4.8571 2.6925 -0.21
F -1.1537 4.8061 3.4186 0.13
C 0.5258 3.6922 2.1935 -0.31
P -0.2854 2.0757 2.4309 1.11
C -0.2138 1.7544 4.2107 -0.35
C -0.9625 0.7070 4.7458 -0.11
C -0.8683 0.4083 6.0949 -0.06
C -0.0187 1.1374 6.9154 -0.07
C 0.7520 2.1576 6.3791 -0.07
C 0.6574 2.4664 5.0312 -0.08
C -2.0086 2.3888 1.9504 -0.35
C -2.2318 2.7360 0.6182 -0.09
C -3.5090 3.0462 0.1809 -0.07
C -4.5768 2.9807 1.0651 -0.07
C -4.3603 2.6270 2.3892 -0.06
C -3.0790 2.3440 2.8370 -0.07
C 1.7142 3.8149 1.4707 -0.54
Br 2.6111 2.2909 0.7983 0.97
C 2.2905 5.0500 1.2361 -0.26
F 3.4129 5.1662 0.5372 0.10
H -1.6035 0.1120 4.1075 0.10
H -1.4542 -0.4040 6.5029 0.11
H 0.0516 0.9016 7.9684 0.11
H 1.4299 2.7178 7.0086 0.11
H 1.2628 3.2707 4.6321 0.11
H -1.4038 2.7714 -0.0800 0.11
H -3.6695 3.3267 -0.8516 0.11
H -5.5767 3.2158 0.7251 0.11
H -5.1888 2.5911 3.0836 0.11
H -2.9171 2.1061 3.8797 0.10
Cl -2.6501 -4.2733 -3.6193 0.76
C -1.7901 -4.6680 -2.1658 -0.56
C -1.7580 -6.0069 -1.8089 -0.11
C -1.0401 -6.4316 -0.7099 -0.08
C -0.3648 -5.4960 0.0578 -0.11
C -0.4353 -4.1625 -0.2917 -0.52
Cl 0.3548 -3.0337 0.8020 0.82
C -1.1261 -3.6785 -1.4244 -0.28
N -1.0423 -2.3356 -1.7810 0.09
C -2.1500 -1.5106 -2.1860 -0.23
C -2.2863 -1.2029 -3.5316 -0.08
C -3.3131 -0.3863 -3.9768 -0.07
C -4.2162 0.1333 -3.0642 -0.07
C -4.0669 -0.1449 -1.7162 -0.03
C -3.0297 -0.9466 -1.2524 -0.15
C -2.8479 -1.1500 0.2239 -0.01
C -1.5742 -0.5567 0.7557 -0.65
O -1.1959 -0.7147 1.9366 -0.09
O -0.7798 0.0580 -0.0352 -0.12
H -2.2931 -6.7125 -2.4281 0.11
H -1.0075 -7.4799 -0.4517 0.11
H 0.1915 -5.7823 0.9381 0.11
H -0.4297 -1.8283 -1.1565 0.06
H -1.5904 -1.6506 -4.2292 0.10
H -3.4168 -0.1718 -5.0324 0.11
H -5.0344 0.7555 -3.4015 0.11
H -4.7617 0.2755 -0.9994 0.11
H -2.8191 -2.2110 0.4938 0.14
H -3.6768 -0.7217 0.7919 0.14
S 2.7610 -1.1880 5.2674 0.73
C 2.1650 -0.8081 3.8693 -0.91
N 1.7185 -0.5128 2.8041 -0.06
C 2.5355 -1.2927 -4.8935 0.03
N 2.3164 -0.4531 -3.7224 -0.05
N 2.5071 -0.9565 -2.4581 0.07
C 1.8007 -0.1939 -1.5744 -0.39
O 1.9406 -0.4060 -0.3156 -0.21
C 1.1083 0.7778 -2.3188 0.06
C 1.4315 0.5646 -3.6381 -0.24
C 0.9100 1.2236 -4.8612 0.01
C 3.6271 -1.7886 -2.1590 -0.20
C 4.8757 -1.4542 -2.6664 -0.01
C 5.9563 -2.2722 -2.3791 -0.06
C 5.7873 -3.3942 -1.5799 -0.07
C 4.5359 -3.7048 -1.0707 -0.05
C 3.4403 -2.9084 -1.3648 0.00
H 2.9420 -2.2452 -4.5663 0.10
H 3.2457 -0.8188 -5.5682 0.10
H 1.5890 -1.4695 -5.4031 0.10
H 0.4435 1.5231 -1.9305 0.11
H 0.3482 2.1137 -4.5888 0.09
H 0.2331 0.5557 -5.3952 0.09
H 1.7172 1.5076 -5.5360 0.10
H 5.0018 -0.5604 -3.2641 0.12
H 6.9333 -2.0236 -2.7699 0.11
H 6.6342 -4.0264 -1.3531 0.11
H 4.4046 -4.5786 -0.4476 0.11
H 2.4590 -3.1453 -0.9819 0.08
```

Calculated values
* 2S+1: 6
* total charge: +1
* LUMO energy (spin up / spin down): -0.079 / -0.157 Ha
* Kohn-Sham gap (spin up / spin down): 0.3095 / 0.2319 Ha
* HOMO energy (spin up / spin down): -0.3890 / -0.3890 Ha
* energy above the lowest of the compared OMol25 structures with the same formula, charge and spin: 0.083 eV

No. 3
Here is a structure of composition C44H32CrO4P from the Open Molecules 2025 dataset. Energies are from wB97M-V/def2-TZVPD.

Geometry as XYZ:
```
82
Properties=species:S:1:pos:R:3:lowdin_charge:R:1
O 3.9722 0.8043 5.8586 0.19
C 3.6848 0.6986 4.7349 -0.06
Cr 3.1275 0.2212 2.9778 0.24
C 1.6513 -0.5333 3.8828 -0.08
O 0.8127 -1.0421 4.5099 0.19
C 3.9635 -1.4477 3.3700 -0.05
O 4.4003 -2.4410 3.7929 0.19
C 4.5384 1.2320 1.6816 -0.09
C 3.6960 2.1780 2.2867 -0.09
C 2.3033 2.0203 2.2270 -0.07
C 1.7066 0.9881 1.4628 -0.25
C 0.2732 0.7760 1.3912 0.08
C -0.9188 0.5309 1.5554 0.02
C -2.2274 0.2271 1.9710 -0.07
C -2.4995 -1.1933 2.2443 -0.14
C -1.5859 -2.1583 1.7352 -0.03
C -1.7254 -3.5225 1.9861 -0.07
C -2.7887 -3.9949 2.7586 -0.06
C -3.6989 -3.0743 3.2938 -0.06
C -3.5488 -1.7096 3.0507 -0.01
C -3.0270 1.3779 2.4146 -0.14
C -2.5691 2.6771 2.0657 -0.02
C -3.2375 3.8347 2.4599 -0.08
C -4.4008 3.7503 3.2225 -0.08
C -4.8754 2.4913 3.6063 -0.06
C -4.1952 1.3362 3.2223 -0.01
C 2.5785 0.0062 0.9420 -0.09
C 3.9684 0.1538 0.9899 -0.09
H 5.6283 1.3177 1.7677 0.15
H 4.1358 3.0160 2.8383 0.15
H 1.6655 2.7152 2.7780 0.16
H -0.7113 -1.8032 1.1935 0.10
H -0.9819 -4.2175 1.6068 0.11
H -2.9139 -5.0612 2.9538 0.11
H -4.5128 -3.4167 3.9419 0.12
H -4.2322 -1.0477 3.5600 0.07
H -1.6364 2.7666 1.5125 0.10
H -2.8395 4.8060 2.1803 0.11
H -4.9435 4.6511 3.5197 0.11
H -5.7627 2.4051 4.2439 0.12
H -4.5608 0.4017 3.6166 0.07
H 2.1423 -0.8822 0.4806 0.15
H 4.6127 -0.5970 0.5237 0.15
C -5.2627 1.9672 -7.4251 -0.07
C -5.7062 2.6673 -6.2995 -0.07
C -5.1017 2.4679 -5.0549 -0.06
C -4.0373 1.5520 -4.9261 -0.30
P -3.1926 1.2886 -3.3304 1.01
C -1.4869 1.8031 -3.5857 -0.30
C -0.5126 1.2373 -2.7478 -0.07
C 0.8253 1.6007 -2.9136 -0.08
C 1.1881 2.5393 -3.8860 -0.08
C 0.2115 3.1108 -4.7079 -0.07
C -1.1289 2.7411 -4.5731 -0.07
C -3.9596 2.4176 -2.1480 -0.31
C -5.0041 1.9101 -1.3606 -0.07
C -5.6201 2.7362 -0.4222 -0.07
C -5.1966 4.0592 -0.2812 -0.09
C -4.1214 4.5438 -1.0303 -0.08
C -3.4839 3.7246 -1.9649 -0.07
C -3.2248 -0.2967 -2.6212 -0.24
C -4.2443 -1.1783 -3.1203 -0.45
O -4.3997 -2.3716 -2.8675 -0.05
C -3.5733 0.8698 -6.0706 -0.08
C -4.1935 1.0735 -7.3072 -0.07
H -5.7472 2.1220 -8.3902 0.11
H -6.5287 3.3779 -6.3866 0.11
H -5.4401 3.0379 -4.1836 0.11
H -0.8078 0.5213 -1.9765 0.09
H 1.5824 1.1481 -2.2740 0.09
H 2.2325 2.8309 -4.0032 0.11
H 0.4868 3.8490 -5.4611 0.11
H -1.8946 3.1761 -5.2230 0.12
H -5.3041 0.8648 -1.4703 0.11
H -6.4206 2.3377 0.2008 0.11
H -5.6866 4.7075 0.4462 0.11
H -3.7621 5.5629 -0.8823 0.11
H -2.6280 4.0801 -2.5458 0.11
H -2.4032 -0.7046 -2.0366 0.05
H -4.9493 -0.6418 -3.8140 0.10
H -2.7144 0.1947 -5.9952 0.12
H -3.8374 0.5351 -8.1856 0.11
```

Calculated values
* 2S+1: 3
* total charge: +1
* LUMO energy (spin up / spin down): -0.126 / -0.214 Ha
* Kohn-Sham gap (spin up / spin down): 0.2069 / 0.1188 Ha
* HOMO energy (spin up / spin down): -0.3331 / -0.3331 Ha
* energy above the lowest of the compared OMol25 structures with the same formula, charge and spin: 0.000 eV